ORCA calculation (ωB97M-V/def2-TZVPD) on an isolated molecule of C7H6O3S at a distorted geometry.

Geometry (Å):
O -3.150 -1.432 1.355
C -2.343 -0.640 1.041
C -1.413 0.207 0.705
S -1.538 1.811 1.391
C -0.185 2.330 0.486
C 0.423 1.445 -0.267
C -0.055 0.058 -0.053
C 0.365 -1.006 -1.059
O 0.790 -0.767 -2.360
C 1.196 -0.884 0.196
O 1.049 -1.768 1.224
H -0.043 3.343 0.476
H 1.373 1.843 -0.737
H -0.334 -1.887 -1.260
H 1.577 -0.279 -2.507
H 2.120 -0.316 0.203
H 0.168 -2.059 1.164

The SMILES is O=C=C1SC=CC12[C@@H](O)[C@@H]2O. The total charge is 0. The calculation puts the LUMO energy at 0.00947 hartree. For the HOMO energy, the calculation gives -7.5119 eV. The energy above the lowest of the compared OMol25 structures with the same formula, charge and spin is 302.4 kJ/mol.

---

ORCA calculation (ωB97M-V/def2-TZVPD) on an isolated molecule of C7H6S at a distorted geometry.

Geometry (Å):
C -2.244 -0.321 -1.451
C -1.272 -0.081 -0.699
C -0.027 0.036 0.195
C 0.255 -1.221 1.058
C 1.155 0.336 -0.712
C 2.007 0.636 -1.517
C -0.174 1.324 0.955
S -0.047 1.686 2.575
H -3.056 -0.645 -2.084
H 0.917 -0.980 1.977
H -0.779 -1.807 1.441
H 0.851 -2.093 0.404
H 2.609 0.868 -2.436
H -0.196 2.263 0.295

The SMILES is C#CC(C)(C#C)C=S. The total charge is 0. The calculation puts the LUMO energy at -0.02081 hartree. For the HOMO energy, the calculation gives -8.9743 eV. The energy above the lowest of the compared OMol25 structures with the same formula, charge and spin is 524.0 kJ/mol.

---

ORCA calculation (ωB97M-V/def2-TZVPD) on an isolated molecule of C7H6Si at a distorted geometry.

Geometry (Å):
C -2.447 1.260 -0.669
C -1.300 1.068 -0.432
Si 0.230 -0.039 -0.115
C 1.128 1.093 1.147
C 1.100 -0.673 -1.606
C 1.617 -0.741 -2.696
C -0.425 -1.525 0.775
C -0.708 -2.346 1.597
H -3.359 1.503 -1.059
H 2.244 1.156 1.260
H 0.831 2.126 0.994
H 0.605 0.842 2.112
H 1.649 -0.843 -3.729
H -1.165 -2.881 2.420

The SMILES is C#C[Si](C)(C#C)C#C. The total charge is 0. The calculation puts the LUMO energy at 0.02631 hartree. For the HOMO energy, the calculation gives -10.4059 eV. The energy above the lowest of the compared OMol25 structures with the same formula, charge and spin is 0.0 kJ/mol.

---

ORCA calculation (ωB97M-V/def2-TZVPD) on a structure of composition C7H7AsBr2O6SV.

Geometry (Å):
V -0.476 0.643 0.708
Br -1.612 -1.248 2.317
C -0.833 -2.628 1.201
Br 0.134 -1.811 -0.265
H -1.633 -3.231 0.792
H -0.140 -3.205 1.798
O -1.058 2.910 -2.755
As -0.693 2.361 -1.131
O 0.633 1.359 -0.987
O -1.921 1.346 -0.575
C -0.429 4.020 -0.211
C -0.484 5.180 -0.971
C -0.210 6.415 -0.395
C 0.124 6.489 0.942
C 0.173 5.335 1.715
C -0.101 4.100 1.153
S -0.088 2.718 2.299
O -1.388 2.041 2.120
O 0.177 3.263 3.591
O 0.916 1.725 1.816
H -1.480 2.187 -3.237
H -0.739 5.116 -2.019
H -0.257 7.311 -0.999
H 0.342 7.446 1.398
H 0.415 5.385 2.767

The total charge is 0. The calculation puts the LUMO energy (alpha / beta) at -0.01181 / -0.01200 hartree. As for the spin multiplicity: 2. As for the expectation value of S²: 0.76. For the HOMO energy (alpha / beta), the calculation gives -7.5743 / -6.9690 eV. The energy above the lowest of the compared OMol25 structures with the same formula, charge and spin is 6.8 kJ/mol.

---

ORCA calculation (ωB97M-V/def2-TZVPD) on an isolated molecule of C7H7BBrFO3 at a distorted geometry.

Geometry (Å):
B -0.830 1.099 0.766
C 1.427 -2.326 -1.144
C 0.803 -1.405 -1.852
C 1.367 -2.219 0.257
C -0.013 -0.181 0.137
C 0.191 -0.299 -1.191
C 0.795 -1.154 0.879
C -2.232 1.278 0.058
O -0.655 1.527 1.986
O 0.176 2.439 0.090
O -2.394 2.081 -0.839
F -0.360 0.711 -1.926
Br 0.919 -1.291 2.790
H 1.795 -3.192 -1.539
H 0.698 -1.513 -2.974
H 1.884 -2.937 0.898
H -3.111 0.685 0.467
H -0.110 1.005 2.657
H 0.180 2.956 0.881
H -0.531 2.738 -0.399

The total charge is 0. The calculation puts the LUMO energy at 0.01538 hartree. For the HOMO energy, the calculation gives -9.2546 eV. The energy above the lowest of the compared OMol25 structures with the same formula, charge and spin is 0.0 kJ/mol.

---

ORCA calculation (ωB97M-V/def2-TZVPD) on an isolated molecule of C7H7BrF2N2O2S at a distorted geometry.

Geometry (Å):
N -2.614 1.958 0.003
C -1.362 1.630 -0.217
O -0.409 2.101 0.372
C -1.144 0.519 -1.233
F -1.319 0.897 -2.497
F -2.073 -0.494 -1.018
C 0.269 -0.299 -1.181
O 0.164 -1.248 -2.165
C 1.384 0.687 -1.665
Br 3.103 -0.071 -1.747
C 0.429 -0.942 0.168
N 1.418 -1.751 0.309
C 1.551 -2.141 1.564
C 0.647 -1.697 2.440
S -0.476 -0.692 1.615
H -3.249 1.668 -0.707
H -2.763 2.259 0.937
H 0.499 -2.123 -2.116
H 1.384 1.643 -0.984
H 1.006 1.001 -2.682
H 2.478 -2.816 1.746
H 0.575 -1.790 3.554

The SMILES is NC(=O)C(F)(F)[C@@](O)(CBr)c1nccs1. The total charge is 0. The calculation puts the LUMO energy at 0.01498 hartree. For the HOMO energy, the calculation gives -9.4073 eV.